(1)
Formula: C2H6NO3
Source: the Open Molecules 2025 dataset
Level of theory: ωB97M-V/def2-TZVPD

Each atom is followed by the atoms it is bonded to, with distances in Å.
Geometry (Å):
1 C -0.52 -2.23 -1.51  N2 1.447, H6 1.122, H7 1.067, H8 1.107
2 N 0.55 -2.41 -0.56  C1 1.447, C3 1.502, H9 1.010
3 C 0.15 -1.85 0.78  N2 1.502, O4 1.251, O5 1.239
4 O 0.65 -2.51 1.71  C3 1.251
5 O -0.58 -0.85 0.77  C3 1.239
6 H -1.47 -2.78 -1.28  C1 1.122
7 H -0.67 -1.18 -1.60  C1 1.067
8 H -0.34 -2.74 -2.48  C1 1.107
9 H 0.95 -3.30 -0.28  N2 1.010
10 H 1.24 6.65 1.42  O12 0.946
11 H -0.34 6.49 1.22  O12 0.960
12 O 0.38 6.71 1.81  H10 0.946, H11 0.960

Frontier orbital gap, eV: 6.754
Max |F|, eV/A: 2.55
Highest occupied orbital energy, eV: -3.8899
Molar mass, g/mol: 92.1
Total charge: -1
E, eV: -9805.171


(2)
Formula: C2H6NO3
Source: the Open Molecules 2025 dataset
Level of theory: ωB97M-V/def2-TZVPD

Each atom is followed by the atoms it is bonded to, with distances in Å.
Geometry (Å):
1 C -0.32 -0.91 0.65  N2 1.380, H6 1.155, H7 1.113, H8 1.131
2 N -1.03 0.27 0.59  C1 1.380, C3 1.496, H9 1.017
3 C -2.34 0.23 -0.12  N2 1.496, O4 1.234, O5 1.262
4 O -2.63 1.23 -0.78  C3 1.234
5 O -3.00 -0.84 0.03  C3 1.262
6 H 0.33 -1.11 -0.29  C1 1.155
7 H -1.04 -1.75 0.70  C1 1.113
8 H 0.37 -1.04 1.54  C1 1.131
9 H -0.67 1.15 0.23  N2 1.017
10 H 3.08 0.40 -0.38  O12 0.963
11 H 3.48 1.37 -1.50  O12 0.954
12 O 3.78 0.99 -0.67  H10 0.963, H11 0.954

Frontier orbital gap, eV: 7.367
Max |F|, eV/A: 3.60
Highest occupied orbital energy, eV: -4.0378
Molar mass, g/mol: 92.1
Total charge: -1
E, eV: -9805.348


(3)
Formula: C2H6NO3P
Source: the Open Molecules 2025 dataset
Level of theory: ωB97M-V/def2-TZVPD

Each atom is followed by the atoms it is bonded to, with distances in Å.
Geometry (Å):
1 C -2.57 0.51 0.84  C2 1.472, N3 1.231, H8 1.046
2 C -2.38 0.24 -0.60  C1 1.472, N3 1.520, H10 1.034, H11 1.121
3 N -2.32 -0.67 0.62  C1 1.231, C2 1.520
4 O 2.54 0.09 -1.45  P7 1.618, H12 0.944
5 O 1.47 -1.38 0.25  P7 1.624, H13 0.968
6 O 1.19 1.21 0.54  P7 1.448
7 P 2.05 0.13 0.09  O4 1.618, O5 1.624, O6 1.448, H9 1.466
8 H -2.87 1.16 1.60  C1 1.046
9 H 3.40 0.09 0.66  P7 1.466
10 H -3.22 0.04 -1.16  C2 1.034
11 H -1.38 0.62 -0.96  C2 1.121
12 H 3.14 -0.64 -1.50  O4 0.944
13 H 0.95 -1.39 1.06  O5 0.968

Frontier orbital gap, eV: 10.609
Max |F|, eV/A: 3.32
Highest occupied orbital energy, eV: -9.9021
SMILES: O=[PH](O)O.C1=NC1
Molar mass, g/mol: 123.0
Total charge: 0
E, eV: -19092.195


(4)
Formula: C2H6NO5PS
Source: the Open Molecules 2025 dataset
Level of theory: ωB97M-V/def2-TZVPD

Each atom is followed by the atoms it is bonded to, with distances in Å.
Geometry (Å):
1 C 2.80 -0.63 0.19  S2 1.906, H11 1.172, H12 1.177, H13 1.193
2 S 1.50 0.76 0.20  C1 1.906, O3 1.578, O4 1.553, N5 1.748
3 O 1.52 1.49 1.60  S2 1.578
4 O 1.78 1.82 -0.90  S2 1.553
5 N -0.06 -0.01 0.09  S2 1.748, C6 1.513, H14 1.043
6 C -0.94 0.60 -0.98  N5 1.513, O7 1.335, O8 1.500
7 O -0.68 0.66 -2.29  C6 1.335
8 O -2.26 1.15 -0.52  C6 1.500, P9 1.761
9 P -3.03 -0.22 0.28  O8 1.761, O10 1.594, H15 1.465, H16 1.469
10 O -2.65 -1.62 -0.37  P9 1.594
11 H 3.36 -0.73 -0.83  C1 1.172
12 H 3.56 -0.42 1.06  C1 1.177
13 H 2.21 -1.64 0.42  C1 1.193
14 H -0.01 -1.05 0.04  N5 1.043
15 H -4.48 -0.05 0.32  P9 1.465
16 H -2.61 -0.12 1.69  P9 1.469

Frontier orbital gap, eV: 9.854
Max |F|, eV/A: 9.55
Highest occupied orbital energy, eV: -10.6278
SMILES: CS(=O)(=O)NC(=O)O[PH2]=O
Molar mass, g/mol: 187.1
Total charge: 0
E, eV: -34018.687


(5)
Formula: C2H6NOPS
Source: the Open Molecules 2025 dataset
Level of theory: ωB97M-V/def2-TZVPD

Each atom is followed by the atoms it is bonded to, with distances in Å.
Geometry (Å):
1 C -0.25 1.38 -0.08  P5 1.814, H7 1.131, H8 1.137, H9 1.122
2 C 0.38 -1.31 0.38  P5 1.888, H10 1.016, H11 1.124, H12 1.134
3 N 2.34 0.57 0.39  P5 1.669, S6 1.515
4 O 4.53 0.38 -0.46  S6 1.465
5 P 0.81 0.41 1.04  C1 1.814, C2 1.888, N3 1.669
6 S 3.39 -0.44 -0.03  N3 1.515, O4 1.465
7 H -1.26 1.69 0.31  C1 1.131
8 H -0.42 0.97 -1.13  C1 1.137
9 H 0.00 2.39 -0.48  C1 1.122
10 H 0.11 -1.19 -0.60  C2 1.016
11 H -0.56 -1.71 0.84  C2 1.124
12 H 1.25 -1.99 0.64  C2 1.134

Frontier orbital gap (spin up / spin down), eV: 8.010 / 8.010
Max |F|, eV/A: 4.15
Highest occupied orbital energy (spin up / spin down), eV: -8.8408 / -8.8405
Molar mass, g/mol: 123.1
Total charge: 0
E, eV: -25831.220


(6)
Formula: C2H6NP
Source: the Open Molecules 2025 dataset
Level of theory: ωB97M-V/def2-TZVPD

Each atom is followed by the atoms it is bonded to, with distances in Å.
Geometry (Å):
1 C -0.82 -1.34 0.55  N3 1.367, P4 1.816, H6 1.137
2 C -0.21 1.46 -0.18  P4 1.881, H7 1.148, H8 1.170, H9 1.027
3 N -1.70 -1.09 -0.47  C1 1.367, P4 1.791, H10 1.016
4 P -0.12 -0.32 -0.78  C1 1.816, C2 1.881, N3 1.791
5 H -1.48 -0.48 1.88  no bonds
6 H -0.43 -2.33 0.95  C1 1.137
7 H -0.85 2.12 -0.87  C2 1.148
8 H 0.89 1.86 -0.23  C2 1.170
9 H -0.50 1.67 0.78  C2 1.027
10 H -2.17 -1.89 -0.88  N3 1.016

Frontier orbital gap, eV: 9.278
Max |F|, eV/A: 4.97
Highest occupied orbital energy, eV: -8.5212
Molar mass, g/mol: 75.1
Total charge: 0
E, eV: -12946.149